Record 1
The following is a DFT calculation (the ωB97M-V functional and the def2-TZVPD basis) of a 2-piece molecular cluster, C22H18BrO7S3 overall at a distorted geometry.

Each atom is followed by the atoms it is bonded to, with distances in Å.
Element x y z (Å)
1 Br -0.999 2.994 0.539  C2 1.854
2 C -1.864 1.395 0.177  Br1 1.854, S3 1.749, H12 1.101
3 S -3.335 1.060 1.063  C2 1.749, C4 1.831, O10 1.456, O11 1.443
4 C -4.591 2.385 0.930  S3 1.831, C5 1.405, C9 1.402
5 C -4.715 3.386 1.908  C4 1.405, C6 1.403, H13 1.092
6 C -5.834 4.231 1.897  C5 1.403, C7 1.398, H14 1.090
7 C -6.809 4.114 0.902  C6 1.398, C8 1.397, H15 1.092
8 C -6.665 3.134 -0.083  C7 1.397, C9 1.399, H16 1.089
9 C -5.555 2.282 -0.083  C4 1.402, C8 1.399, H17 1.090
10 O -3.848 -0.060 0.288  S3 1.456
11 O -3.109 0.909 2.480  S3 1.443
12 H -2.023 1.076 -0.865  C2 1.101
13 H -3.972 3.473 2.703  C5 1.092
14 H -5.962 4.966 2.691  C6 1.090
15 H -7.682 4.770 0.902  C7 1.092
16 H -7.434 3.000 -0.841  C8 1.089
17 H -5.468 1.498 -0.836  C9 1.090
18 C 2.234 -4.188 4.554  O19 1.448, H40 1.093, H41 1.106, H42 1.107
19 O 1.371 -4.430 3.417  C18 1.448, C20 1.357
20 C 1.117 -3.390 2.584  O19 1.357, C21 1.419, C39 1.417
21 C 1.774 -2.138 2.699  C20 1.419, C22 1.377, H43 1.092
22 C 1.541 -1.182 1.736  C21 1.377, C23 1.406, H44 1.094
23 C 0.655 -1.422 0.671  C22 1.406, C24 1.448, C38 1.410
24 C 0.504 -0.426 -0.369  C23 1.448, C25 1.349, H45 1.079
25 C 1.526 -0.090 -1.183  C24 1.349, S26 1.773, S35 1.789
26 S 1.405 0.920 -2.636  C25 1.773, O27 1.445, O28 1.444, C29 1.802
27 O 0.343 0.394 -3.461  S26 1.445
28 O 1.461 2.313 -2.262  S26 1.444
29 C 3.000 0.434 -3.319  S26 1.802, C30 1.386, C34 1.394
30 C 3.842 -0.289 -2.488  C29 1.386, C31 1.393, S35 1.803
31 C 5.095 -0.716 -2.919  C30 1.393, C32 1.397, H46 1.090
32 C 5.496 -0.395 -4.218  C31 1.397, C33 1.400, H47 1.088
33 C 4.646 0.329 -5.062  C32 1.400, C34 1.397, H48 1.088
34 C 3.390 0.751 -4.619  C29 1.394, C33 1.397, H49 1.090
35 S 3.176 -0.702 -0.865  C25 1.789, C30 1.803, O36 1.444, O37 1.444
36 O 3.817 0.129 0.128  S35 1.444
37 O 3.139 -2.141 -0.750  S35 1.444
38 C -0.077 -2.626 0.638  C23 1.410, C39 1.373, H50 1.089
39 C 0.184 -3.626 1.543  C20 1.417, C38 1.373, H51 1.088
40 H 2.182 -5.131 5.105  C18 1.093
41 H 3.271 -3.981 4.230  C18 1.106
42 H 1.869 -3.352 5.180  C18 1.107
43 H 2.534 -1.952 3.461  C21 1.092
44 H 2.039 -0.212 1.821  C22 1.094
45 H -0.481 -0.027 -0.555  C24 1.079
46 H 5.724 -1.278 -2.229  C31 1.090
47 H 6.480 -0.710 -4.559  C32 1.088
48 H 4.957 0.581 -6.073  C33 1.088
49 H 2.701 1.316 -5.246  C34 1.090
50 H -0.796 -2.759 -0.169  C38 1.089
51 H -0.255 -4.617 1.444  C39 1.088

As for the energy above the lowest of the compared OMol25 structures with the same formula, charge and spin: 0.0 kcal/mol. The charge is -1. The LUMO energy comes out at 2.141 eV. The spin multiplicity is 1. The value obtained for the electronic energy is -139983.7695 eV.

Record 2
The following is a DFT calculation (the ωB97M-V functional and the def2-TZVPD basis) of a 2-piece molecular cluster, C2H8S2 overall.

Each atom is followed by the atoms it is bonded to, with distances in Å.
Element x y z (Å)
1 C -2.287 2.760 -0.078  S2 1.818, H3 1.093, H4 1.085, H5 1.084
2 S -2.519 1.555 1.264  C1 1.818, H6 1.333
3 H -3.228 2.802 -0.633  C1 1.093
4 H -1.569 2.430 -0.821  C1 1.085
5 H -2.045 3.753 0.286  C1 1.084
6 H -1.324 1.849 1.777  S2 1.333
7 C 1.909 -2.954 -0.226  S8 1.830, H9 1.079, H10 1.075, H11 1.073
8 S 2.072 -1.152 -0.498  C7 1.830, H12 1.336
9 H 2.725 -3.330 0.372  C7 1.079
10 H 1.851 -3.433 -1.187  C7 1.075
11 H 1.010 -3.105 0.340  C7 1.073
12 H 3.405 -1.176 -0.595  S8 1.336

As for the energy above the lowest of the compared OMol25 structures with the same formula, charge and spin: 9.8 kcal/mol. The charge is 0. The LUMO energy comes out at 0.876 eV. The spin multiplicity is 1. The value obtained for the electronic energy is -23873.7239 eV. The SMILES is CS.CS.